37
Properties=species:S:1:pos:R:3 method="wB97M-V/def2-TZVPD" lumo_energy_ev=0.07 e_homo_ev=-10.49
Kr 0.0232 -0.6834 0.1548
O -0.5007 3.1294 1.5484
H 0.3323 2.7873 1.8732
H -0.4595 4.0692 1.7254
O -3.1054 1.4311 -0.5577
H -3.1925 1.1115 0.3403
H -3.6438 2.2221 -0.5842
O -1.4193 -0.2525 4.0997
H -1.0539 -0.9837 3.6017
H -1.7268 -0.6476 4.9155
O 1.6826 1.5957 -1.9358
H 1.7593 0.9983 -2.6797
H 0.7430 1.7599 -1.8557
O -0.9660 3.0341 -1.1964
H -1.6176 2.3338 -1.2307
H -0.8746 3.2315 -0.2643
O 0.0007 -2.5498 3.0814
H 0.8809 -2.7022 2.7374
H -0.0736 -3.1487 3.8244
O -0.9189 -1.8430 -3.3820
H -0.0895 -1.3656 -3.4001
H -1.5310 -1.2446 -2.9536
O 0.5872 -3.7410 -0.7026
H 0.5191 -3.9154 -1.6413
H -0.3155 -3.5947 -0.4196
O 3.1007 -2.4914 -0.8072
H 2.1949 -2.5613 -0.5058
H 3.3206 -1.5666 -0.6943
O -3.1473 -0.5729 -2.3870
H -2.9948 0.1042 -1.7278
H -3.9555 -0.3046 -2.8241
O 2.0451 1.9191 1.6665
H 2.4730 1.3303 1.0449
H 1.7366 1.3449 2.3675
O 3.3079 0.3545 -0.1105
H 2.7019 0.8212 -0.6859
H 4.1769 0.5909 -0.4348

124
Properties=species:S:1:pos:R:3 method="wB97M-V/def2-TZVPD" charge=+1 lumo_energy_ev=-3.56 e_homo_ev=-12.15
O -0.9424 -5.6950 1.6828
C -0.3293 -5.9575 2.6658
Cl -1.1087 -6.0979 4.2373
C 1.1693 -6.2223 2.6806
C 1.8808 -5.2006 1.9162
N 1.3488 -4.4047 1.0304
C 2.3016 -3.6154 0.6300
N 2.1921 -2.6115 -0.2262
C 0.8835 -2.2690 -0.7609
C -0.0183 -1.6587 0.3026
O -1.1818 -1.4786 0.1147
Br 0.7770 -1.1338 2.0073
N 3.4604 -3.9258 1.2410
N 3.1554 -4.9509 2.0793
P 4.3445 -5.6979 3.1456
S 4.0913 -5.2426 4.9845
H 1.5039 -6.1891 3.7075
H 1.3077 -7.2185 2.2833
H 2.9925 -2.0572 -0.4442
H 0.4293 -3.1346 -1.2067
H 0.9727 -1.5428 -1.5501
H 4.3427 -3.4603 1.1371
H 5.5831 -5.2501 2.6554
H 4.2600 -7.0549 2.7980
C -0.0216 -2.1218 6.0912
C -0.3284 -0.6377 6.2744
C 0.8098 0.2771 5.8270
C 2.1229 0.1097 6.5958
C 2.0061 0.3204 8.1040
C 1.5405 1.7253 8.4689
H 0.8325 -2.4358 6.6934
H -0.8751 -2.7314 6.3904
H 0.1987 -2.3460 5.0433
H -0.5821 -0.4417 7.3191
H -1.2202 -0.3879 5.6931
H 0.4758 1.3161 5.8972
H 1.0034 0.0970 4.7647
H 2.8513 0.8205 6.1929
H 2.5390 -0.8850 6.4065
H 2.9822 0.1363 8.5595
H 1.3247 -0.4159 8.5386
H 2.2247 2.4790 8.0744
H 1.4917 1.8499 9.5508
H 0.5460 1.9257 8.0666
C -7.0510 -4.1663 -1.7126
C -5.7321 -3.5798 -2.2079
C -4.7967 -4.6204 -2.8214
C -4.3414 -5.7227 -1.8643
C -3.6284 -5.2283 -0.6069
C -2.3365 -4.4742 -0.8996
H -6.8961 -4.8949 -0.9156
H -7.6962 -3.3816 -1.3169
H -7.5859 -4.6610 -2.5252
H -5.2314 -3.0581 -1.3873
H -5.9461 -2.8210 -2.9645
H -3.9220 -4.1097 -3.2353
H -5.2982 -5.0891 -3.6733
H -3.6743 -6.3998 -2.4078
H -5.2018 -6.3274 -1.5668
H -3.3961 -6.0918 0.0219
H -4.2949 -4.5935 -0.0178
H -1.6365 -5.1068 -1.4549
H -1.8537 -4.1716 0.0267
H -2.5213 -3.5712 -1.4841
C -1.5259 3.8699 6.6993
C -2.6201 2.8143 6.5686
C -2.9198 2.4262 5.1218
C -3.4395 3.5637 4.2420
C -4.7121 4.2393 4.7494
C -5.9097 3.2967 4.8298
H -1.8064 4.8103 6.2237
H -1.3236 4.0814 7.7501
H -0.5974 3.5193 6.2416
H -3.5292 3.1645 7.0638
H -2.3075 1.9146 7.1074
H -3.6394 1.6024 5.1181
H -2.0063 2.0266 4.6664
H -3.6243 3.1682 3.2383
H -2.6594 4.3213 4.1255
H -4.9576 5.0627 4.0744
H -4.5356 4.6918 5.7287
H -6.1290 2.8621 3.8525
H -6.7984 3.8325 5.1645
H -5.7359 2.4812 5.5333
C 2.2627 0.6747 -6.9326
C 1.2253 1.6777 -6.4362
C 1.2178 1.8425 -4.9181
C 0.8658 0.5774 -4.1363
C -0.4889 -0.0429 -4.4785
C -1.6692 0.8755 -4.1755
H 2.0680 -0.3307 -6.5547
H 2.2548 0.6206 -8.0213
H 3.2672 0.9681 -6.6198
H 0.2336 1.3870 -6.7924
H 1.4363 2.6513 -6.8852
H 0.5224 2.6422 -4.6507
H 2.2054 2.1868 -4.5946
H 0.8853 0.8173 -3.0652
H 1.6478 -0.1749 -4.2913
H -0.6057 -0.9650 -3.8985
H -0.5162 -0.3411 -5.5290
H -1.6859 1.1549 -3.1199
H -2.6114 0.3773 -4.4040
H -1.6305 1.7892 -4.7685
C 5.1361 4.6006 -9.5180
C 5.5801 5.6020 -8.4555
C 5.5469 5.0365 -7.0370
C 4.1633 4.6087 -6.5474
C 3.1005 5.7058 -6.5664
C 3.4287 6.8853 -5.6556
H 4.1000 4.2902 -9.3736
H 5.2100 5.0382 -10.5139
H 5.7642 3.7077 -9.4975
H 4.9623 6.5015 -8.5184
H 6.6021 5.9196 -8.6757
H 5.9657 5.7769 -6.3499
H 6.2149 4.1708 -6.9852
H 4.2607 4.2284 -5.5245
H 3.8087 3.7647 -7.1478
H 2.1489 5.2704 -6.2476
H 2.9444 6.0632 -7.5874
H 3.5511 6.5563 -4.6216
H 2.6268 7.6238 -5.6790
H 4.3458 7.3893 -5.9626

38
Properties=species:S:1:pos:R:3 method="wB97M-V/def2-TZVPD" lumo_energy_ev=0.68 smiles="COc1ccc(CC(=O)N2CCOCC2)cc1OC" e_homo_ev=-8.17
C 0.4983 -5.0063 -0.9185
H -0.0258 -5.8402 -1.3838
O -0.4917 -4.0458 -0.6530
C -0.1275 -2.8765 -0.0285
C 1.1860 -2.5728 0.3041
C 1.5254 -1.3736 0.9063
C 0.5481 -0.4370 1.2006
C -0.7672 -0.7412 0.8874
C -1.1316 -1.9380 0.2796
O -2.4659 -2.0448 0.0285
C -3.0487 -3.2718 -0.3487
H -2.8171 -4.0647 0.3659
H -2.7338 -3.5827 -1.3468
H -4.1228 -3.0862 -0.3474
H -1.5574 -0.0429 1.1152
C 0.8858 0.8701 1.8648
C 0.0668 2.0373 1.3292
O -0.6657 2.6850 2.0528
N 0.1812 2.3129 0.0095
C 1.0796 1.7125 -0.9475
H 1.6628 0.9133 -0.4986
C 2.0100 2.8006 -1.5046
H 2.6403 2.3978 -2.2992
O 1.2798 3.8578 -2.0777
C 0.4116 4.4467 -1.1324
H -0.1216 5.2379 -1.6607
C -0.5660 3.4162 -0.5636
H -1.1802 3.8555 0.2229
H -1.2060 3.0332 -1.3663
H 0.9970 4.8866 -0.3107
H 2.6479 3.1830 -0.6915
H 0.4863 1.2937 -1.7698
H 1.9522 1.0867 1.7684
H 0.6536 0.8064 2.9315
H 2.5608 -1.1792 1.1460
H 1.9720 -3.2776 0.0860
H 1.2562 -4.6264 -1.6116
H 0.9837 -5.3529 -0.0004

144
Properties=species:S:1:pos:R:3 method="wB97M-V/def2-TZVPD" lumo_energy_ev=-0.96 e_homo_ev=-6.94
C -19.0334 -21.6966 22.1067
O -18.0015 -22.3175 22.2653
N -19.9459 -21.4344 23.0777
C -21.0770 -20.5989 22.7436
C -19.8476 -22.0142 24.3819
H -19.3303 -21.3564 21.1024
H -21.9903 -21.2012 22.6674
H -21.0489 -20.2423 21.7108
H -21.1964 -19.7165 23.3684
H -20.8429 -22.1238 24.8123
H -19.4003 -23.0100 24.3473
H -19.2208 -21.4451 25.0754
C -19.1179 -28.0224 22.7553
O -19.1430 -29.1786 22.4056
N -18.0158 -27.2212 22.7470
C -18.0606 -25.8753 23.2885
C -16.7410 -27.7457 22.3539
H -19.9707 -27.4239 23.1197
H -17.3892 -25.1899 22.7677
H -17.5792 -25.8021 24.2741
H -19.0612 -25.4714 23.4112
H -16.7471 -28.8344 22.2788
H -16.2377 -27.3297 21.4830
H -15.9951 -27.6956 23.1609
C -14.3129 -22.9472 22.2952
O -13.6512 -22.3937 23.1715
N -13.7840 -23.9392 21.5546
C -14.6660 -24.8837 20.8938
C -12.3699 -24.2135 21.3330
H -15.3345 -22.6884 21.9858
H -15.6809 -25.0177 21.2610
H -14.2310 -25.8768 20.7784
H -14.7490 -24.5196 19.8634
H -11.8573 -24.7669 22.1179
H -12.3002 -24.8292 20.4355
H -11.7801 -23.3158 21.1438
C -15.7993 -31.3536 20.7458
O -14.8947 -31.9096 21.3337
N -15.6790 -30.2189 20.0275
C -16.7974 -29.5939 19.3893
C -14.4206 -29.4869 19.9543
H -16.8314 -31.6951 20.8958
H -16.6391 -29.3521 18.3391
H -17.0796 -28.6882 19.9413
H -17.7259 -30.1480 19.5460
H -13.5984 -30.0843 20.3414
H -14.2266 -29.1042 18.9564
H -14.4955 -28.6701 20.6803
C -10.7765 -19.7078 22.2012
O -11.3855 -19.3211 21.2154
N -11.2861 -20.7028 22.9781
C -10.3779 -21.4483 23.8343
C -12.5557 -21.2974 22.6841
H -9.8061 -19.3412 22.5543
H -9.4080 -20.9462 23.7583
H -10.1801 -22.3982 23.3432
H -10.5075 -21.4427 24.9171
H -12.9844 -21.5794 23.6432
H -13.2364 -20.6078 22.1821
H -12.4826 -22.0536 21.8940
C -8.3740 -24.8849 18.7803
C -9.3082 -24.4739 19.7484
C -8.8452 -23.8874 20.8985
C -7.4911 -23.5752 21.0413
C -6.5744 -24.0550 20.1471
C -7.0298 -24.6545 18.9586
N -7.0661 -22.9299 22.2942
O -7.9248 -22.7726 23.1289
O -5.9116 -22.5791 22.3889
H -8.6663 -25.2866 17.8175
H -10.3670 -24.4978 19.5330
H -9.6726 -23.6400 21.5541
H -5.5110 -23.9788 20.3267
H -6.3274 -24.8631 18.1635
C -15.6844 -20.3654 24.0503
C -15.7595 -21.5814 24.7630
C -16.5880 -21.6094 25.8594
C -17.4345 -20.5682 26.1995
C -17.3522 -19.3717 25.5150
C -16.5189 -19.3024 24.4034
N -18.4046 -20.6483 27.3092
O -19.0860 -21.6571 27.3299
O -18.4023 -19.7129 28.0728
H -15.2022 -20.2551 23.0902
H -15.3484 -22.4931 24.3470
H -16.6748 -22.5876 26.3237
H -18.1414 -18.6584 25.7167
H -16.5149 -18.4149 23.7855
C -5.6926 -27.9639 20.4167
C -6.3543 -28.4247 19.2923
C -7.7386 -28.2580 19.2116
C -8.4667 -27.6849 20.2363
C -7.7690 -27.2475 21.3669
C -6.4261 -27.4982 21.5062
N -9.9108 -27.4604 20.1135
O -10.4724 -27.7949 19.0895
O -10.4580 -26.9511 21.0658
H -4.6381 -28.2046 20.4896
H -5.9122 -28.9585 18.4641
H -8.1600 -28.4565 18.2334
H -8.2041 -26.6176 22.1334
H -6.0457 -27.2674 22.4923
C -14.7627 -24.5700 25.6013
C -14.4853 -25.8292 26.0885
C -15.3465 -26.4928 26.9708
C -16.5497 -25.8551 27.2651
C -16.8609 -24.5923 26.7877
C -15.9912 -23.9575 25.9196
N -17.4590 -26.5007 28.2668
O -17.0273 -27.4957 28.8153
O -18.5062 -25.9446 28.5134
H -14.1954 -23.9180 24.9459
H -13.5126 -26.2463 25.8524
H -15.1413 -27.4657 27.3866
H -17.8371 -24.1899 27.0236
H -16.4575 -23.1620 25.3497
C -9.8092 -26.1526 15.3173
C -9.7665 -24.7420 15.4100
C -10.8091 -24.1249 16.0375
C -11.9090 -24.8074 16.5551
C -11.9204 -26.1961 16.5340
C -10.8325 -26.8521 15.9668
N -12.9180 -23.9878 17.2762
O -12.8462 -22.7882 17.2336
O -13.8360 -24.6160 17.7537
H -8.9816 -26.7267 14.9237
H -8.9295 -24.1912 15.0076
H -10.7378 -23.0518 16.1790
H -12.8598 -26.7059 16.7011
H -10.7714 -27.9286 15.8909
C -11.8964 -22.6904 28.8766
C -12.3385 -21.9834 27.7785
C -12.1727 -22.4745 26.4681
C -11.5404 -23.6818 26.3545
C -11.1212 -24.4366 27.4722
C -11.3446 -23.9552 28.7466
N -11.2673 -24.2747 25.0677
O -11.1041 -25.4903 25.0289
O -11.1378 -23.6046 24.0641
H -12.1498 -22.2526 29.8348
H -12.8192 -21.0232 27.9041
H -12.5947 -21.9118 25.6467
H -10.7712 -25.4471 27.3290
H -11.0242 -24.5332 29.6012